Model 1:
DFT (the ωB97M-V functional and the def2-TZVPD basis) results for a 2-piece molecular cluster, C2H3NO3S overall.

Net charge: 0
Orbital gap (alpha / beta), eV: 8.392 / 8.391
Lowest unoccupied orbital energy (alpha / beta), eV: -1.778 / -1.778
SMILES: C=S(=O)=O.N=C=O
HOMO (alpha / beta), eV: -10.2 / -10.2
Multiplicity: 1

Geometry as XYZ:
```
10
Properties=species:S:1:pos:R:3:nbo_charge:R:1
C 2.581 -0.395 -0.018 -0.743
S 0.964 -0.697 -0.198 1.991
O 0.118 0.254 0.493 -0.865
O 0.638 -2.097 -0.133 -0.847
H 3.433 -0.915 -0.342 0.242
H 2.782 0.626 0.135 0.225
N -2.584 1.366 -0.504 -0.781
C -2.609 0.343 0.143 0.870
O -2.667 -0.764 0.525 -0.502
H -2.656 2.279 -0.101 0.411
```

Model 2:
DFT (the ωB97M-V functional and the def2-TZVPD basis) results for one molecule with the formula C2H3NO3S.

Net charge: 0
Orbital gap, eV: 8.824
Lowest unoccupied orbital energy, eV: -0.156
SMILES: O=C(O)C(=S)NO
HOMO, eV: -9.0
Multiplicity: 1

Geometry as XYZ:
```
10
Properties=species:S:1:pos:R:3:nbo_charge:R:1
O -0.542 -1.811 -0.838 -0.538
C -0.607 -0.905 -0.035 0.733
O -1.530 -0.750 0.892 -0.671
C 0.423 0.217 0.006 -0.017
S 2.043 -0.091 0.143 -0.070
N -0.068 1.461 0.002 -0.293
O -1.379 1.673 -0.449 -0.533
H -2.180 -1.459 0.783 0.508
H 0.546 2.248 -0.138 0.401
H -1.873 1.683 0.387 0.481
```

Model 3:
DFT (the ωB97M-V functional and the def2-TZVPD basis) results for a 2-piece molecular cluster, C2H3NO3S overall.

Net charge: 0
Orbital gap, eV: 7.364
Lowest unoccupied orbital energy, eV: -0.684
HOMO, eV: -8.0
Multiplicity: 1

Geometry as XYZ:
```
10
Properties=species:S:1:pos:R:3:nbo_charge:R:1
C -0.690 1.161 -0.380 -0.168
C -1.208 -0.014 -0.035 0.495
N -2.166 -0.843 0.216 -0.783
O 3.456 1.219 -0.407 -0.819
O 3.241 -1.269 -0.426 -0.822
O 0.129 0.041 0.255 -0.558
S 3.025 -0.015 0.291 1.638
H -0.666 2.053 0.124 0.189
H -2.010 -1.805 -0.019 0.410
H -3.111 -0.529 0.382 0.418
```

Most stable to least stable, the ends of the list are model 2 and model 3.